# 1
Density functional theory data (the ωB97M-V functional and the def2-TZVPD basis) for a structure of composition C12H36FKO6.

The value obtained for the relative energy (zero: lowest compared OMol25 entry of this formula, charge and spin) is 2.108 eV. The total energy is -1630.002745 Ha. The calculation puts the HOMO energy at -9.2396 eV.

```
56
C12H36FKO6 | the Open Molecules 2025 dataset | the ωB97M-V functional and the def2-TZVPD basis
K 8.39776 -19.84267 -22.60083
F 6.45754 -18.11424 -21.57508
C 9.21598 -14.92763 -22.27737
C 8.63820 -15.43993 -20.98094
O 8.67097 -14.28840 -20.11476
H 8.67606 -14.08987 -22.71106
H 9.24171 -15.71649 -23.03876
H 10.25289 -14.63255 -22.10511
H 9.26841 -16.22182 -20.55044
H 7.61040 -15.78205 -21.08683
H 7.88810 -14.27140 -19.55899
C 6.56713 -21.72417 -20.03562
C 5.50115 -22.71834 -20.40241
O 5.73301 -23.08776 -21.78710
H 6.58708 -20.85108 -20.68881
H 7.57168 -22.12349 -20.24125
H 6.60513 -21.52778 -18.96801
H 4.53823 -22.19280 -20.46076
H 5.32031 -23.62257 -19.81976
H 4.90308 -23.47130 -22.08660
C 1.92463 -18.09940 -21.94671
C 2.69505 -18.62706 -20.71219
O 2.11572 -17.94795 -19.56681
H 1.17655 -18.83453 -22.24560
H 2.58650 -17.89864 -22.79049
H 1.40735 -17.19133 -21.65031
H 3.73450 -18.30691 -20.62683
H 2.51474 -19.68199 -20.50922
H 2.58847 -17.11968 -19.45568
C 5.33010 -18.76940 -18.02025
C 6.29801 -17.60802 -18.15867
O 7.38845 -18.12284 -19.00522
H 4.52046 -18.43218 -17.35733
H 5.73797 -19.66361 -17.54950
H 4.86918 -19.15991 -18.92655
H 6.80946 -17.31630 -17.24457
H 5.93485 -16.76830 -18.75670
H 6.92718 -18.30542 -19.84966
C 5.98196 -14.86302 -24.07739
C 4.89313 -15.67782 -23.37554
O 5.19291 -15.71888 -21.97189
H 5.61517 -14.63861 -25.08572
H 6.88370 -15.44072 -24.27943
H 6.19147 -13.95133 -23.52642
H 4.79852 -16.70934 -23.71991
H 3.92252 -15.18091 -23.38992
H 5.55618 -16.58115 -21.69526
C 5.04915 -21.54941 -24.53820
C 4.80179 -20.37151 -23.59353
O 5.91012 -19.47235 -23.81100
H 4.93999 -21.25502 -25.57926
H 4.44412 -22.42746 -24.30882
H 6.07209 -21.88559 -24.34906
H 4.79079 -20.73043 -22.56659
H 3.93138 -19.85110 -23.99552
H 5.89604 -18.86612 -23.03992
```



# 2
Density functional theory data (the ωB97M-V functional and the def2-TZVPD basis) for a cluster of 2 separate species, C3H3ClN2O in total.

The value obtained for the relative energy (zero: lowest compared OMol25 entry of this formula, charge and spin) is 3.509 eV. Its structure (SMILES) is O=C=NCl.C=C=N. The total energy is -760.932590 Ha. The calculation puts the HOMO energy at -8.5141 eV.

```
10
C3H3ClN2O | the Open Molecules 2025 dataset | the ωB97M-V functional and the def2-TZVPD basis
O 3.01383 -1.70074 0.40719
C 2.33536 -0.79916 0.12278
N 1.46833 0.02190 -0.01712
Cl 1.68417 1.66556 -0.12558
C -0.92125 -0.56051 -0.53511
C -1.47068 0.50192 -0.00073
N -1.73136 1.39836 0.74936
H -0.84291 -1.39160 0.11634
H -0.91230 -0.80930 -1.63123
H -2.62318 1.67358 0.91411
```



# 3
Density functional theory data (the ωB97M-V functional and the def2-TZVPD basis) for an isolated molecule of C3H3N5.

The value obtained for the relative energy (zero: lowest compared OMol25 entry of this formula, charge and spin) is 4.905 eV. Its structure (SMILES) is [H]/N=c1/ccnnnn1. The total energy is -389.688420 Ha. The calculation puts the HOMO energy at -9.0727 eV.

```
11
C3H3N5 | the Open Molecules 2025 dataset | the ωB97M-V functional and the def2-TZVPD basis
H -2.79455 0.41434 0.51813
N -2.05797 -0.41234 0.27499
C -0.80416 -0.38465 0.45100
C 0.26670 -1.39625 0.28540
C 1.18917 -0.96634 -0.55770
N 0.84421 0.07248 -1.34551
N 0.35062 1.15429 -0.95640
N 0.46549 1.46253 0.57620
N -0.11116 0.53164 1.21007
H 0.29029 -2.31994 0.89671
H 2.15562 -1.27112 -0.80250
```



# 4
Density functional theory data (the ωB97M-V functional and the def2-TZVPD basis) for a structure of composition C42H35AsCrN9S.

The value obtained for the relative energy (zero: lowest compared OMol25 entry of this formula, charge and spin) is 0.257 eV. Its net charge is +2. The total energy is -5792.392197 Ha. The calculation puts the HOMO energy (alpha / beta) at -13.1591 / -13.1997 eV. The spin multiplicity is 4.

```
89
C42H35AsCrN9S | the Open Molecules 2025 dataset | the ωB97M-V functional and the def2-TZVPD basis
Cr -1.13056 0.24406 0.09332
C -1.71323 -3.84908 1.14289
C -2.36135 -3.83078 2.37870
C -2.66579 -2.62184 2.94998
C -2.32166 -1.42487 2.30587
N -1.67503 -1.45785 1.12845
C -1.40136 -2.64626 0.56227
N -2.67354 -0.27173 2.97679
C -2.62340 0.91547 2.49493
N -2.23547 1.35617 1.23286
C -2.19737 2.74374 1.23350
N -1.79687 3.54576 0.31714
C -1.45854 3.11962 -0.95451
C -1.56091 4.10002 -1.95032
C -1.39234 3.76467 -3.26901
C -1.10647 2.43776 -3.58804
C -0.96378 1.53789 -2.56382
N -1.09399 1.86012 -1.25915
C -2.66730 3.21567 2.54859
C -2.83950 4.49651 3.03938
C -3.31111 4.61015 4.34262
C -3.59706 3.48075 5.11238
C -3.41761 2.19791 4.60588
C -2.94761 2.10021 3.30980
H -1.45171 -4.77288 0.64878
H -2.62332 -4.75206 2.87905
H -3.17235 -2.54489 3.89962
H -0.90829 -2.59447 -0.39698
H -1.81520 5.10063 -1.63585
H -1.49553 4.51306 -4.04136
H -0.97884 2.11048 -4.60968
H -0.73563 0.50140 -2.76611
H -2.62226 5.36461 2.43465
H -3.46394 5.59136 4.76987
H -3.96590 3.60867 6.12060
H -3.63666 1.31684 5.19089
N -1.44980 -1.72934 -3.05327
N -2.68737 -2.27798 -2.69179
C -3.57021 -1.63100 -1.90889
N -4.78750 -2.17717 -1.85372
S -3.32663 -0.18521 -1.04407
H -1.50449 -1.35609 -3.99889
H -0.75718 -2.47203 -3.05443
H -3.01310 -3.07994 -3.21797
H -5.06315 -2.94898 -2.44001
H -5.48525 -1.75611 -1.26226
C 2.64414 -0.77940 -5.63646
C 2.53699 -1.95561 -4.91314
C 2.07205 -1.92964 -3.60336
C 1.70480 -0.72046 -3.02072
C 1.81951 0.46135 -3.74595
C 2.29035 0.42782 -5.04948
As 1.16070 -0.68291 -1.15191
C 2.62097 0.38942 -0.47318
C 2.79606 1.75780 -0.59390
C 3.95774 2.33071 -0.09523
C 4.92191 1.53762 0.51771
C 4.73807 0.16945 0.64053
C 3.57912 -0.41738 0.14225
C 3.25290 -1.85860 0.19023
C 4.03561 -2.84246 0.78711
C 3.63231 -4.16780 0.74996
C 2.45040 -4.53240 0.11690
C 1.65302 -3.55961 -0.47129
C 2.05152 -2.23078 -0.42890
H 3.01648 -0.79837 -6.64994
H 2.83000 -2.89638 -5.35801
H 2.02028 -2.85616 -3.04527
H 1.58516 1.41811 -3.29737
H 2.39466 1.35035 -5.60399
H 2.04636 2.38284 -1.06778
H 4.11583 3.39653 -0.18890
H 5.82731 1.98933 0.89679
H 5.50343 -0.43199 1.11155
H 4.96551 -2.58073 1.27407
H 4.24986 -4.92577 1.21099
H 2.15635 -5.57258 0.07738
H 0.73992 -3.85938 -0.97261
C 1.99528 0.95056 3.80390
C 1.71752 -0.33051 3.35848
C 0.89000 -0.49453 2.26593
N 0.33693 0.53874 1.61697
C 0.62708 1.77753 2.03912
C 1.44540 2.02501 3.12218
H 2.63291 1.11133 4.66156
H 2.13224 -1.20121 3.84581
H 0.67060 -1.48601 1.89074
H 0.20643 2.59812 1.47345
H 1.64242 3.04506 3.41506
```



# 5
Density functional theory data (the ωB97M-V functional and the def2-TZVPD basis) for an isolated molecule of C4H7NS.

The value obtained for the relative energy (zero: lowest compared OMol25 entry of this formula, charge and spin) is 1.020 eV. Its structure (SMILES) is C=C(C)C(N)=S. The total energy is -609.521002 Ha. The calculation puts the HOMO energy at -8.2825 eV.

```
13
C4H7NS | the Open Molecules 2025 dataset | the ωB97M-V functional and the def2-TZVPD basis
C 1.60527 0.15862 -1.05533
C 0.43721 0.05935 -0.37619
C -0.63744 1.12952 -0.43736
C 0.11465 -1.07836 0.58037
N -1.07068 -0.99022 1.24211
S 1.22365 -2.28712 0.81839
H 1.65970 1.05384 -1.62576
H 2.43557 -0.55832 -0.95353
H -1.68188 0.65707 -0.61445
H -0.72814 1.77739 0.40893
H -0.46429 1.82818 -1.28623
H -1.54024 -1.71058 1.77342
H -1.35337 -0.03935 1.52562
```



# 6
Density functional theory data (the ωB97M-V functional and the def2-TZVPD basis) for a cluster of 6 separate species, C4H18O7 in total.

The value obtained for the relative energy (zero: lowest compared OMol25 entry of this formula, charge and spin) is 1.744 eV. Its structure (SMILES) is O=CCCCO.O.O.O.O.O. The total energy is -689.849821 Ha. The calculation puts the HOMO energy at -10.3301 eV.

```
29
C4H18O7 | the Open Molecules 2025 dataset | the ωB97M-V functional and the def2-TZVPD basis
O -0.00072 0.94606 -1.76427
C -0.52446 1.42553 -0.77354
C -0.63839 0.84704 0.58462
C -1.17114 -0.58487 0.66229
C -0.70335 -1.36765 1.88572
O -1.36737 -2.62252 1.97722
H -0.62741 2.52506 -0.85456
H 0.41285 0.76667 0.87437
H -1.15336 1.49491 1.28236
H -2.26158 -0.56912 0.71363
H -0.95108 -1.10811 -0.27184
H -1.06784 -0.78461 2.73932
H 0.35283 -1.59635 1.81854
H -2.20916 -2.61755 1.51225
O 2.70583 1.22663 -1.50622
H 1.84144 1.04755 -1.90985
H 3.40132 1.13276 -2.16410
O 0.19134 -1.51464 -2.82332
H 0.86152 -2.17581 -2.63039
H 0.44259 -0.61357 -2.59851
O 0.52848 2.30561 2.89243
H 0.16667 1.50718 3.29443
H 1.32657 1.96184 2.46854
O -3.11386 -0.78776 -2.45235
H -2.34451 -0.33465 -2.82996
H -2.73840 -1.67909 -2.48396
O 2.56226 0.21346 0.97805
H 3.40446 0.49831 1.35136
H 2.67444 0.45769 0.02775
```



# 7
Density functional theory data (the ωB97M-V functional and the def2-TZVPD basis) for a structure of composition C23H12F8N5SSbW.

Its net charge is +3. The total energy is -2660.970795 Ha. The calculation puts the HOMO energy (alpha / beta) at -17.1816 / -17.1853 eV. The spin multiplicity is 4.

```
51
C23H12F8N5SSbW | the Open Molecules 2025 dataset | the ωB97M-V functional and the def2-TZVPD basis
W 0.29430 0.08510 -0.11396
S -7.21398 -0.02919 -0.60108
N -6.18336 -1.25212 -0.53543
C -4.97910 -0.73713 -0.36922
C -3.74716 -1.46230 -0.27603
C -3.63580 -2.85945 -0.35095
C -2.37810 -3.42908 -0.28722
C -1.27181 -2.60490 -0.16755
N -1.37514 -1.26271 -0.09719
C -2.58816 -0.69534 -0.15277
C -2.61341 0.77357 -0.08560
N -1.41821 1.37479 0.01541
C -1.35990 2.71999 0.06908
C -2.49491 3.51107 0.02455
C -3.73364 2.90425 -0.08735
C -3.79539 1.50573 -0.13835
C -5.00765 0.74665 -0.30090
N -6.22198 1.23097 -0.42068
H -4.52497 -3.46920 -0.45937
H -2.24092 -4.50000 -0.34234
H -0.27049 -3.01748 -0.13000
H -0.37321 3.16163 0.14747
H -2.39718 4.58694 0.06801
H -4.64321 3.49093 -0.13946
F -1.71788 -0.17173 4.98093
C -0.63585 -0.12000 4.22108
C -0.80430 -0.05973 2.84207
C 0.30481 -0.00357 2.00620
C 1.59388 -0.01303 2.59817
C 1.70997 -0.07562 3.98592
F 2.91242 -0.08666 4.54447
C 0.60822 -0.12942 4.81862
C 2.70838 0.04011 1.66240
C 4.06766 0.05563 1.93068
C 4.97191 0.11372 0.88102
C 4.52998 0.15803 -0.44405
C 3.18554 0.14187 -0.67895
N 2.28559 0.08200 0.35522
H -1.82317 -0.05643 2.47212
H 0.72241 -0.17838 5.89336
H 4.41709 0.02306 2.94970
H 6.03358 0.12475 1.09342
H 5.22270 0.20249 -1.27204
H 2.77934 0.17077 -1.68425
F 0.33334 0.15891 -2.10237
Sb -1.01331 -0.19940 -3.92915
F -2.30723 0.36011 -2.62946
F -0.63908 1.60294 -4.15120
F -2.25616 -0.51238 -5.24112
F 0.59962 -0.70923 -4.66542
F -1.11434 -1.83491 -2.99633
```



# 8
Density functional theory data (the ωB97M-V functional and the def2-TZVPD basis) for an isolated molecule of C5H11N3O3.

The value obtained for the relative energy (zero: lowest compared OMol25 entry of this formula, charge and spin) is 7.835 eV. Its structure (SMILES) is O=NN(O)N1CCC[C@H]1CO. The total energy is -586.813871 Ha. The calculation puts the HOMO energy at -9.6710 eV.

```
22
C5H11N3O3 | the Open Molecules 2025 dataset | the ωB97M-V functional and the def2-TZVPD basis
O -2.04174 -1.05368 1.35319
N -1.44724 0.04348 0.92620
N -1.41598 0.13152 -0.43469
O -1.92943 -1.00626 -1.06781
N -0.16085 0.59365 -0.99561
C -0.17645 1.97231 -0.61752
C 0.59616 2.09872 0.65421
C 1.42667 0.81959 0.62350
C 1.07281 -0.04695 -0.53417
C 1.14429 -1.55196 -0.38101
O 2.49190 -1.60302 0.33184
H -2.26836 -1.41542 -0.15184
H -1.19639 2.22197 -0.21776
H 0.18041 2.62993 -1.42522
H -0.06074 1.67638 1.44992
H 1.12820 3.06472 0.83071
H 2.55588 1.09984 0.58060
H 1.49223 -0.10265 1.46624
H 1.82006 0.16940 -1.27591
H 1.13906 -2.16403 -1.33093
H 0.52320 -1.87207 0.35691
H 3.30821 -1.13518 -0.16180
```